C44H41F9N5O9Tl | the ωB97M-V functional and the def2-TZVPD basis

Summary:
- frontier orbital gap (alpha / beta) (eV) = 6.19 / 6.19
- DFT total energy (a.u.) = -3723.658459

ORCA input file:
```
! RIJCOSX wB97M-V def2-TZVPD def2/J DEFGRID3
* xyz -2 1
H 2.085 -4.160 -0.860
H -0.115 4.441 2.862
C -0.946 2.288 -0.738
Tl -0.492 -0.593 0.724
C -4.371 -1.535 4.736
H -2.212 5.992 -0.900
C -3.367 0.556 3.211
C -2.837 1.700 2.401
H -0.010 0.166 -4.684
H 1.368 4.502 1.881
H 6.892 2.136 1.017
H 4.045 -2.154 -0.869
C 0.627 -3.767 -2.407
C 3.422 -1.465 3.921
C 3.844 3.098 -2.390
C -2.235 4.049 -1.830
H -1.519 -2.622 5.379
C -3.234 -4.170 -0.586
H -0.948 -4.388 -5.364
H 1.971 -0.966 5.463
O -3.047 4.542 -2.820
H -0.111 -5.531 -3.345
O 0.270 1.619 1.805
O 1.459 -1.584 -1.711
N 1.327 -1.874 -0.362
H 2.298 3.406 -3.882
F -2.293 -4.838 -1.256
C -0.611 3.210 0.298
H 0.412 -4.408 -0.385
C 2.658 2.617 -3.219
F -3.806 -2.288 1.584
C 1.119 -4.523 -1.205
C 2.511 -1.444 1.725
H 3.594 4.042 -1.899
H 4.714 3.260 -3.030
H -0.785 5.241 0.956
C 1.131 -0.974 3.510
H -4.051 2.787 -3.289
C 3.605 -1.635 2.558
C -3.526 3.617 -3.770
C -5.192 -0.463 4.426
C 0.281 -1.706 -3.691
C 3.184 -0.190 -0.336
H -2.866 -3.648 4.835
C 0.133 2.793 1.489
H 1.230 3.333 3.213
F -4.491 -2.126 -2.469
C -0.268 -0.635 3.990
F -4.415 -4.522 -1.133
H 0.038 0.283 -2.908
H 1.823 2.319 -2.579
C -2.956 -2.629 -0.615
H 6.306 2.659 -1.315
N 4.098 -0.372 -1.275
F -3.860 -0.597 0.253
C 4.236 2.113 -1.284
C -0.464 -3.817 -4.580
O 5.310 0.693 -2.866
H -6.219 -0.438 4.770
H -3.612 2.451 2.238
C -3.199 -2.114 -2.078
C 5.505 2.625 -0.570
H 4.256 -1.597 4.599
C 0.004 -4.458 -3.445
C 0.463 -0.219 -3.779
C 4.579 0.746 -1.887
C 2.172 -1.122 4.414
C -0.330 -2.441 -4.696
C -1.064 4.531 0.189
C -1.862 4.972 -0.840
H 2.938 1.760 -3.832
C 0.756 -2.393 -2.571
N 2.646 0.877 0.203
H -5.314 1.412 3.392
O -0.407 -0.469 5.210
H -1.986 2.165 2.898
C -4.683 0.571 3.658
C 2.642 -1.522 0.216
O -1.703 -2.394 -0.252
C 5.932 1.788 0.630
F -2.773 -0.856 -2.206
F -2.529 -2.851 -2.970
H 5.293 3.648 -0.248
H 1.203 -5.581 -1.457
C -3.057 -1.588 4.294
H -2.484 1.382 1.416
C -2.227 -2.806 4.569
H 4.559 -1.902 2.131
N 1.324 -1.148 2.214
N -1.219 -0.577 3.058
O -0.490 1.088 -0.826
H 6.040 0.735 0.363
O 2.732 3.139 0.239
H -2.046 2.018 -2.537
C -2.542 -0.525 3.537
H -1.648 -3.078 3.685
F -3.231 -4.650 0.662
H -4.761 -2.367 5.312
H -2.712 3.212 -4.380
C 0.690 3.846 2.422
H 5.199 1.857 1.436
H 1.523 0.037 -3.804
C 3.124 2.079 -0.227
F -5.281 -2.203 0.026
C -3.996 -1.930 0.317
H -4.216 4.165 -4.409
C -1.792 2.750 -1.785
O 3.551 -2.540 -0.115
H -0.707 -1.922 -5.570
*
```

Atomic partial charges in e from the Löwdin method, atoms 1 to 4: 0.060, 0.077, -0.354, 1.211